Entry 1:
Entry from the OMol25 dataset: a 8-piece molecular cluster, C22H46F12N6O18S6 overall in a non-equilibrium geometry (ωB97M-V/def2-TZVPD).

Each line ends with the Löwdin charge.
CARTESIAN COORDINATES (ANGSTROEM)
1 C -3.7392 -9.6546 20.0685  -0.060
2 C -4.6405 -8.4632 19.6955  -0.224
3 C -5.6211 -8.0351 20.7888  -0.095
4 N -6.7172 -7.0730 20.2974  -0.223
5 C -6.1161 -5.8206 19.6549  0.022
6 C -7.6122 -6.6597 21.5033  -0.089
7 C -8.7030 -7.7640 21.5552  -0.142
8 C -8.8375 -8.2858 20.1297  -0.141
9 C -7.7918 -7.6073 19.2428  -0.046
10 H -3.1846 -9.9413 19.1750  0.074
11 H -4.4808 -10.4383 20.2231  0.050
12 H -3.1033 -9.5447 20.9470  0.088
13 H -5.1782 -8.6252 18.7613  0.079
14 H -3.9379 -7.6430 19.5481  0.110
15 H -5.0932 -7.5001 21.5782  0.127
16 H -6.1316 -8.8210 21.3454  0.136
17 H -5.4607 -5.3470 20.3858  0.108
18 H -6.9606 -5.1994 19.3567  0.101
19 H -5.5580 -6.1534 18.7798  0.074
20 H -8.0592 -5.7063 21.2216  0.120
21 H -6.9868 -6.5263 22.3860  0.125
22 H -9.5996 -7.2988 21.9650  0.114
23 H -8.3062 -8.5234 22.2289  0.112
24 H -9.8498 -7.9924 19.8520  0.112
25 H -8.6592 -9.3609 20.1046  0.118
26 H -8.2625 -6.7477 18.7658  0.119
27 H -7.2734 -8.2596 18.5401  0.095
28 C -10.7926 -14.5725 15.6124  0.043
29 C -11.3654 -13.1510 15.6454  -0.301
30 O -10.8119 -12.1341 15.2002  0.144
31 N -12.6998 -13.0822 16.4131  0.082
32 H -13.2029 -13.9580 16.4192  0.159
33 H -12.5554 -12.8336 17.3813  0.056
34 C -13.6481 -12.0597 15.7513  0.037
35 H -9.8960 -14.5794 14.9926  0.099
36 H -11.5630 -15.2508 15.2456  0.088
37 H -10.5313 -14.8994 16.6189  0.073
38 H -13.2840 -11.0687 16.0222  0.102
39 H -14.5855 -12.3326 16.2359  0.099
40 H -13.6661 -12.1347 14.6640  0.103
41 C -4.7506 -11.8752 16.3961  0.061
42 C -5.9768 -11.1140 17.0087  -0.318
43 O -6.0924 -10.8192 18.1756  0.121
44 N -6.8227 -10.3975 15.9766  0.085
45 H -6.6912 -9.3961 15.9793  0.047
46 H -6.5114 -10.7469 15.0815  0.032
47 C -8.3310 -10.6595 16.2745  0.014
48 H -4.0432 -12.1748 17.1694  0.082
49 H -4.1275 -11.4028 15.6367  0.094
50 H -5.1630 -12.7873 15.9648  0.091
51 H -8.8303 -10.2977 15.3757  0.089
52 H -8.7390 -10.0886 17.1085  0.076
53 H -8.3972 -11.7449 16.3493  0.071
54 C -5.4178 -14.7981 21.0615  -0.511
55 O -5.9772 -15.0603 19.7685  -0.096
56 O -4.6150 -15.8904 21.2869  -0.255
57 C -4.7674 -13.3653 21.1682  -0.552
58 F -5.7008 -12.4111 21.4029  0.090
59 F -3.8114 -13.2957 22.1388  0.095
60 F -4.0998 -13.1099 20.0494  0.133
61 C -7.3790 -14.8341 19.4806  -0.261
62 C -7.7476 -15.1288 18.0417  -0.092
63 H -7.7084 -14.2421 17.4090  0.058
64 H -7.2220 -15.9842 17.6173  0.082
65 H -8.7771 -15.4869 18.0407  0.033
66 H -7.7205 -13.8091 19.6252  0.090
67 H -8.0593 -15.4690 20.0483  0.109
68 H -6.2499 -14.7897 21.7654  0.116
69 C -0.8899 -11.1382 16.4674  -0.424
70 O 0.2872 -10.3257 16.1519  -0.110
71 O -1.2640 -11.8377 15.2753  -0.279
72 C -0.7425 -11.9812 17.8242  -0.536
73 F -1.0678 -11.3133 18.9259  0.106
74 F -1.5791 -13.0106 17.9329  0.121
75 F 0.5081 -12.5770 17.9952  0.070
76 C 0.8384 -9.4175 17.1164  -0.315
77 C 2.1586 -8.8972 16.6433  -0.110
78 H 1.9405 -8.4767 15.6616  0.070
79 H 2.5747 -8.1078 17.2691  0.066
80 H 2.8434 -9.7313 16.4900  0.076
81 H 1.2145 -9.9983 17.9586  0.096
82 H 0.2118 -8.6222 17.5200  0.112
83 H -1.6471 -10.3810 16.6707  0.108
84 N -12.0750 -12.4727 18.9810  -0.279
85 S -10.6192 -12.5806 19.4766  0.413
86 O -10.4187 -12.9390 20.8831  -0.259
87 O -9.5465 -11.8347 18.9109  -0.254
88 F -10.3284 -14.0407 18.8965  -0.201
89 S -12.1815 -10.9209 19.5862  0.539
90 O -11.5898 -9.8517 18.8074  -0.274
91 O -12.2972 -10.8212 21.0392  -0.258
92 F -13.7171 -10.7914 19.2290  -0.202
93 N -6.5259 -11.2388 13.5533  -0.281
94 S -7.3008 -12.3326 12.8868  0.443
95 O -6.5475 -13.4187 12.2328  -0.290
96 O -8.5781 -12.0245 12.3124  -0.289
97 F -7.7276 -13.0547 14.3030  -0.240
98 S -6.2625 -10.3279 12.1055  0.592
99 O -7.2966 -9.4737 11.6094  -0.259
100 O -5.4485 -10.9970 11.1319  -0.253
101 F -5.2245 -9.2596 12.7344  -0.184
102 N -6.3998 -7.7880 16.1453  -0.259
103 S -5.3681 -6.8364 15.6832  0.368
104 O -5.1134 -5.6928 16.4610  -0.267
105 O -5.1390 -6.7820 14.2280  -0.268
106 F -4.0970 -7.7541 16.0858  -0.195
107 S -7.6768 -6.8131 15.4597  0.585
108 O -8.0018 -7.0366 14.0691  -0.242
109 O -7.9439 -5.5318 16.0780  -0.271
110 F -8.8440 -7.6785 16.0774  -0.195

Calculated values
Highest occupied orbital energy: -1.6 eV
Net charge: -2
E: -166966.864 eV

Entry 2:
Entry from the OMol25 dataset: a 6-piece molecular cluster, C22H46IN4O17P2 overall in a non-equilibrium geometry (ωB97M-V/def2-TZVPD).

Each line ends with the Löwdin charge.
CARTESIAN COORDINATES (ANGSTROEM)
1 N -3.2549 -1.9473 -2.3519  0.145
2 C -2.2735 -1.2456 -1.5717  -0.216
3 N -1.5072 -0.0669 -1.8285  -0.206
4 P -1.5451 0.8892 -3.3144  0.840
5 O -2.7172 0.5655 -4.2575  -0.452
6 N -0.6937 0.2980 -0.7889  0.075
7 C -0.8329 -0.6515 0.2476  -0.052
8 N -1.8120 -1.6054 -0.2668  -0.229
9 P -2.1903 -2.9721 0.8211  0.552
10 O -0.6157 -3.5460 1.2628  -0.390
11 I -3.1907 -4.8673 -0.3948  0.496
12 H -3.7351 -1.2853 -3.0013  0.105
13 H -4.0315 -2.3042 -1.7590  0.069
14 H -1.6039 2.3100 -3.0353  0.065
15 H -0.3202 0.6272 -4.0432  0.044
16 H -0.3470 -0.7185 1.2740  0.148
17 H -0.1677 -3.6558 0.3828  0.062
18 C -0.2938 1.8901 3.0191  -0.059
19 C -1.7423 1.5846 2.6859  -0.234
20 O -2.5654 1.6698 3.8506  0.035
21 C -2.8906 2.9162 4.2360  -0.587
22 O -2.5590 3.9375 3.6879  0.128
23 O -3.6264 2.8269 5.3535  0.006
24 C -3.9640 4.0907 5.9260  -0.037
25 H 0.0539 1.2539 3.8380  0.086
26 H 0.3466 1.7306 2.1483  0.071
27 H -0.1739 2.9241 3.3479  0.084
28 H -1.8214 0.5580 2.3205  0.081
29 H -2.1207 2.2392 1.8944  0.127
30 H -4.4366 4.7464 5.1925  0.098
31 H -3.0708 4.5605 6.3426  0.102
32 H -4.6721 3.9121 6.7355  0.097
33 C 1.2905 -4.6582 4.1643  -0.059
34 C 0.8726 -3.4641 5.0025  -0.212
35 O 1.8413 -3.1903 6.0188  0.049
36 C 2.9332 -2.5450 5.5872  -0.557
37 O 3.1344 -2.1855 4.4490  0.046
38 O 3.7703 -2.3911 6.6236  0.018
39 C 5.0195 -1.7955 6.2749  -0.034
40 H 1.4966 -5.5203 4.8038  0.088
41 H 0.5084 -4.9241 3.4507  0.063
42 H 2.2067 -4.4503 3.6066  0.074
43 H -0.0664 -3.6899 5.5122  0.126
44 H 0.6987 -2.5767 4.3855  0.115
45 H 4.8766 -0.8549 5.7393  0.098
46 H 5.6099 -2.4929 5.6767  0.101
47 H 5.5597 -1.5872 7.1986  0.098
48 C -4.9507 1.8528 -3.3258  -0.094
49 C -6.3995 1.5325 -3.6393  -0.201
50 O -7.2120 1.6134 -2.4623  0.027
51 C -7.5448 2.8559 -2.0753  -0.591
52 O -7.2302 3.8802 -2.6276  0.127
53 O -8.2678 2.7610 -0.9478  0.001
54 C -8.6112 4.0221 -0.3742  -0.042
55 H -4.5874 1.2206 -2.5090  0.059
56 H -4.3233 1.6984 -4.1979  0.046
57 H -4.8374 2.8901 -2.9999  0.084
58 H -6.4742 0.5045 -4.0016  0.122
59 H -6.7933 2.1808 -4.4272  0.132
60 H -9.0987 4.6715 -1.1034  0.099
61 H -7.7179 4.5018 0.0313  0.099
62 H -9.3083 3.8383 0.4439  0.096
63 C 3.7970 -1.8583 2.0826  -0.081
64 C 4.4382 -0.8754 1.1216  -0.203
65 O 5.6222 -1.4234 0.5303  0.042
66 C 5.4153 -2.2985 -0.4634  -0.589
67 O 4.3403 -2.6504 -0.8917  0.095
68 O 6.6105 -2.7414 -0.8839  0.008
69 C 6.5326 -3.7562 -1.8837  -0.042
70 H 4.5209 -2.1989 2.8213  0.080
71 H 2.9552 -1.4010 2.5953  0.064
72 H 3.4380 -2.7469 1.5559  0.078
73 H 4.7464 0.0182 1.6684  0.127
74 H 3.7347 -0.5529 0.3470  0.114
75 H 5.9104 -3.4409 -2.7236  0.093
76 H 6.1488 -4.6804 -1.4465  0.100
77 H 7.5420 -3.9399 -2.2527  0.098
78 C 4.7045 2.8574 -6.9460  -0.063
79 C 3.2992 2.3311 -7.1667  -0.211
80 O 3.1559 1.0058 -6.6376  0.036
81 C 3.0017 0.9277 -5.3092  -0.597
82 O 2.9650 1.8568 -4.5392  0.113
83 O 2.9200 -0.3722 -4.9746  0.000
84 C 2.8472 -0.6015 -3.5696  -0.053
85 H 5.4432 2.1559 -7.3426  0.085
86 H 4.8359 3.8248 -7.4335  0.084
87 H 4.9195 2.9771 -5.8819  0.075
88 H 3.1009 2.2637 -8.2382  0.125
89 H 2.5465 3.0012 -6.7410  0.123
90 H 2.0412 -0.0220 -3.1128  0.069
91 H 3.8047 -0.3612 -3.1036  0.102
92 H 2.6416 -1.6608 -3.4118  0.094

Calculated values
Highest occupied orbital energy: -12.7 eV
Net charge: +1
E: -90999.304 eV

Entry 3:
Entry from the OMol25 dataset: C22H46NbO14 as an isolated structure in a non-equilibrium geometry (ωB97M-V/def2-TZVPD).

Each line ends with the Löwdin charge.
CARTESIAN COORDINATES (ANGSTROEM)
1 C -11.2450 4.5894 3.2357  -0.161
2 C -11.2252 3.2663 3.0210  -0.389
3 Nb -11.2316 1.9612 4.8395  0.927
4 C -9.6202 3.3536 5.6542  -0.430
5 C -8.7285 2.7292 6.7429  -0.346
6 C -7.4840 3.5955 7.0239  -0.129
7 C -6.4435 3.4971 5.9407  -0.515
8 O -5.8018 4.4275 5.5392  0.107
9 O -6.2144 2.2401 5.4281  0.049
10 H -10.7166 5.0421 4.0698  0.007
11 H -11.8205 5.2796 2.6156  0.030
12 H -11.3437 2.8769 2.0095  -0.001
13 H -10.0596 0.8044 3.9788  -0.153
14 H -10.8480 0.9075 6.2832  -0.155
15 H -12.6190 2.7258 5.8080  -0.167
16 H -12.6030 0.9020 4.1642  -0.205
17 H -8.9909 3.5896 4.7805  0.031
18 H -9.9954 4.3188 6.0136  0.026
19 H -9.3069 2.6297 7.6614  0.085
20 H -8.4253 1.7303 6.4330  0.063
21 H -7.7942 4.6406 7.0346  0.114
22 H -7.0423 3.3545 7.9951  0.119
23 H -6.9455 1.9821 4.8474  0.117
24 C -1.0605 1.7567 0.6141  -0.065
25 C -0.5319 0.7973 1.6585  -0.219
26 O -0.6258 1.3442 2.9811  0.026
27 C -1.8478 1.2943 3.5298  -0.612
28 O -2.8238 0.8085 3.0212  0.128
29 O -1.7826 1.8605 4.7287  0.005
30 C -3.0380 1.9452 5.4262  -0.029
31 H -0.5609 2.7228 0.6998  0.079
32 H -0.8849 1.3569 -0.3850  0.078
33 H -2.1301 1.9172 0.7418  0.077
34 H 0.5305 0.6147 1.5012  0.113
35 H -1.0492 -0.1609 1.6161  0.122
36 H -3.5213 0.9731 5.4795  0.095
37 H -3.6999 2.6600 4.9444  0.082
38 H -2.7962 2.2912 6.4273  0.095
39 C 3.5185 -1.9817 -3.5531  -0.062
40 C 3.6162 -2.4949 -2.1342  -0.201
41 O 4.4880 -1.6779 -1.3289  0.002
42 C 3.9593 -0.5342 -0.8919  -0.605
43 O 2.8400 -0.1436 -1.0910  0.129
44 O 4.8946 0.1084 -0.1882  -0.003
45 C 4.4825 1.3853 0.3127  -0.030
46 H 4.5110 -1.8815 -3.9939  0.083
47 H 2.9346 -2.6699 -4.1638  0.081
48 H 3.0376 -1.0054 -3.5854  0.078
49 H 4.0701 -3.4852 -2.1137  0.122
50 H 2.6379 -2.5604 -1.6594  0.126
51 H 3.5548 1.3006 0.8739  0.092
52 H 4.3548 2.0883 -0.5086  0.099
53 H 5.2812 1.7223 0.9665  0.093
54 C 4.8187 1.8390 -7.6866  -0.065
55 C 3.5393 1.4557 -8.3972  -0.209
56 O 3.6826 0.2261 -9.1295  0.038
57 C 3.6195 -0.8827 -8.3954  -0.612
58 O 3.4349 -0.9397 -7.2069  0.117
59 O 3.7933 -1.9288 -9.2048  0.005
60 C 3.7961 -3.1945 -8.5394  -0.039
61 H 5.6492 1.8758 -8.3926  0.081
62 H 4.7089 2.8192 -7.2227  0.080
63 H 5.0644 1.1157 -6.9102  0.074
64 H 3.2796 2.1978 -9.1496  0.122
65 H 2.7049 1.3713 -7.7018  0.123
66 H 2.9049 -3.3127 -7.9270  0.095
67 H 4.6858 -3.2935 -7.9191  0.098
68 H 3.8088 -3.9452 -9.3238  0.092
69 C 8.7712 -6.8163 -2.7381  -0.067
70 C 9.5941 -6.3202 -1.5689  -0.217
71 O 9.3951 -4.9189 -1.3322  0.032
72 C 8.2685 -4.6048 -0.6849  -0.613
73 O 7.4509 -5.3897 -0.2750  0.119
74 O 8.2118 -3.2838 -0.5681  0.014
75 C 7.0235 -2.7915 0.0720  -0.019
76 H 8.9739 -6.2162 -3.6262  0.080
77 H 9.0156 -7.8566 -2.9544  0.078
78 H 7.7066 -6.7501 -2.5187  0.075
79 H 10.6577 -6.4190 -1.7791  0.121
80 H 9.3742 -6.8803 -0.6604  0.122
81 H 6.8831 -3.2726 1.0385  0.102
82 H 6.1616 -2.9538 -0.5562  0.073
83 H 7.1680 -1.7251 0.2127  0.094

Calculated values
Highest occupied orbital energy: -4.7 eV
Net charge: -1
E: -53770.122 eV

Record-wise LUMO level values, in eV: 1.839, -4.220, 1.445
Record-wise orbital gap values, in eV: 3.396, 8.494, 6.172